Record 1
Computed, not measured: a structure of composition C33H51Cl2F9MgN3O7S2, with ωB97M-V with the def2-TZVPD basis set.

Geometry (Å):
C  2.08998  -1.51439  1.35838
C  3.07082  -1.61202  0.17956
O  3.79075  -0.38884  -0.00177
C  3.03465  0.48658  -0.81357
C  3.53990  1.89910  -0.56844
O  2.89706  2.39546  0.60642
C  2.56697  3.77356  0.54859
C  1.21199  3.97691  -0.08764
C  0.04149  4.01638  0.75631
C  -1.21036  4.17086  0.24094
C  -2.49069  4.18626  1.06766
C  -2.65596  2.88433  1.87521
C  -3.90750  1.99376  1.42351
F  -4.00079  1.03448  2.42255
F  -4.99048  2.73776  1.50238
C  -3.71272  1.17806  0.05816
F  -3.80998  -0.12977  0.33917
F  -2.34507  1.32677  -0.32194
S  -4.82353  1.56556  -1.43488
F  -4.69896  3.08922  -1.13116
F  -6.09530  1.39010  -0.54427
F  -4.84902  0.02183  -1.79131
F  -3.53875  1.67486  -2.35644
F  -5.71643  1.87216  -2.67517
C  -1.29313  4.30060  -1.17863
N  -2.42104  4.46736  -1.87478
S  -2.05173  4.56737  -3.42468
N  -0.44715  4.40173  -3.34300
C  -0.16110  4.27575  -2.05535
C  1.10254  4.09030  -1.43538
H  1.09275  -1.30773  0.94773
H  2.06276  -2.44739  1.91624
H  2.34026  -0.67089  1.99932
H  2.53308  -1.82571  -0.74905
H  3.82292  -2.38287  0.33831
H  3.07296  0.20002  -1.87113
H  1.98645  0.47549  -0.48316
H  3.35015  2.52686  -1.43754
H  4.61203  1.83008  -0.36385
H  2.52544  4.12279  1.58272
H  3.34546  4.36487  0.05943
H  0.17264  3.90769  1.83118
H  -2.34648  4.96120  1.82590
H  -3.35866  4.47420  0.48252
H  -1.69057  2.31995  1.97977
H  -2.89413  3.16685  2.90214
H  1.99226  4.04310  -2.05057
C  1.31293  1.68938  3.36057
O  0.00995  2.12900  3.42098
H  1.82585  1.81404  2.39777
H  1.98485  2.19932  4.07479
H  1.47075  0.62338  3.60071
Mg  -1.75490  0.73400  1.48682
C  -6.34424  -0.98268  -4.36391
C  -5.02582  -1.42052  -4.39918
C  -4.46722  -1.84190  -5.59521
C  -5.23820  -1.81305  -6.74120
C  -6.55234  -1.38726  -6.72407
C  -7.10687  -0.97041  -5.52390
N  -4.63629  -2.23825  -8.01784
O  -3.48559  -2.62402  -7.99217
O  -5.32634  -2.17235  -9.01172
H  -6.78031  -0.64967  -3.43137
H  -4.43064  -1.43477  -3.49944
H  -3.44344  -2.18407  -5.62794
H  -7.14183  -1.37603  -7.62884
H  -8.13357  -0.63270  -5.49483
C  -4.79093  5.24718  4.55235
Cl  -3.99478  5.82448  3.07279
Cl  -4.15786  3.68474  5.08457
H  -4.62390  5.97333  5.33856
H  -5.85084  5.14383  4.35410
C  -1.55283  -4.99257  -0.72169
O  -1.81300  -4.05406  0.31572
C  -3.18906  -3.75590  0.46678
C  -3.80783  -4.51168  1.62568
O  -3.83312  -5.90057  1.38012
C  -2.79337  -6.61259  2.03616
H  -0.53246  -5.34869  -0.59640
H  -2.23277  -5.84413  -0.67629
H  -1.63793  -4.50835  -1.69998
H  -3.73640  -3.95419  -0.45999
H  -3.25806  -2.67805  0.67289
H  -4.84709  -4.18531  1.74214
H  -3.27787  -4.28928  2.55800
H  -3.02473  -6.72463  3.09965
H  -1.82703  -6.11648  1.92386
H  -2.73355  -7.60086  1.58532
C  6.47474  0.47965  1.95667
C  6.87595  -0.82010  2.64674
C  8.38740  -1.02060  2.73751
C  9.10620  -1.11885  1.39103
C  8.60394  -2.23046  0.47124
C  8.78820  -3.62953  1.05212
H  6.81144  0.50537  0.91882
H  5.38895  0.58527  1.95214
H  6.89644  1.34283  2.47709
H  6.41084  -1.66599  2.13147
H  6.46716  -0.81806  3.66102
H  8.58957  -1.91953  3.32650
H  8.82249  -0.19052  3.30269
H  10.17358  -1.26863  1.57976
H  9.02740  -0.16320  0.86499
H  9.15271  -2.17001  -0.47228
H  7.55075  -2.07164  0.22097
H  9.83977  -3.82513  1.26999
H  8.44724  -4.38614  0.34384
H  8.21814  -3.76303  1.97296

Calculated values
Gap between HOMO and LUMO ... 5.52 eV
Molecular weight ... 932.112 u
Highest occupied orbital energy ... -0.408 Eh
Total charge ... +1

Record 2
Computed, not measured: a structure of composition C33H52AuGeN4SSi2, with ωB97M-V with the def2-TZVPD basis set.

Geometry (Å):
Au  0.27340  0.76783  0.03306
C  6.73489  -2.06578  -0.73701
Si  5.26207  -2.10809  0.46047
C  5.51100  -0.81005  1.79872
C  5.30294  -3.81040  1.30615
C  3.67938  -2.08465  -0.57334
C  3.44850  -3.17681  -1.39563
C  2.27335  -3.30070  -2.12797
C  1.31256  -2.32755  -1.95010
N  1.48449  -1.26367  -1.17313
C  2.66648  -1.08467  -0.53531
S  2.86435  0.42280  0.25287
H  7.68092  -2.14106  -0.19621
H  6.75034  -1.13905  -1.31352
H  6.68623  -2.89777  -1.44311
H  6.43248  -1.00881  2.35306
H  4.67705  -0.81053  2.50068
H  5.56637  0.18864  1.37003
H  6.25424  -3.97102  1.81860
H  5.17715  -4.61844  0.58221
H  4.50530  -3.90452  2.04568
H  4.20537  -3.95175  -1.47765
H  2.10131  -4.13852  -2.78967
H  0.36295  -2.39644  -2.46302
C  -3.03189  0.97484  1.05866
Si  -1.99212  1.41020  -0.48208
C  -2.15265  3.34754  -0.66037
C  -1.01077  3.89548  -1.52411
C  -2.02351  3.94825  0.74637
C  -3.49424  3.84197  -1.21846
C  -2.75303  0.39290  -1.97621
C  -1.68508  0.21357  -3.06277
C  -3.26924  -0.97350  -1.47604
C  -3.96285  1.07344  -2.62810
H  -4.03847  1.40209  1.01879
H  -2.53307  1.36112  1.94859
H  -3.12053  -0.10556  1.17836
H  -0.04731  3.65966  -1.06834
H  -1.08657  4.98547  -1.60948
H  -1.02991  3.47087  -2.53213
H  -1.17301  3.54197  1.28449
H  -2.92064  3.75397  1.33781
H  -1.88850  5.03301  0.68198
H  -3.54883  3.74913  -2.30248
H  -3.61605  4.90289  -0.97540
H  -4.33564  3.30203  -0.77845
H  -0.77430  -0.24740  -2.67638
H  -1.41194  1.18637  -3.47934
H  -2.07440  -0.40649  -3.88019
H  -1.68903  -2.35647  -1.87583
H  -3.82313  -1.44531  -2.29993
H  -3.99562  -0.78956  -0.67899
H  -3.67757  1.99945  -3.12328
H  -4.75076  1.29120  -1.90359
H  -4.38714  0.41155  -3.39206
C  -3.79049  -4.85500  -0.85680
Ge  -2.78424  -3.46100  0.12989
C  -3.89727  -2.83563  1.63507
C  -1.16915  -4.30675  0.87853
C  -2.19955  -1.95069  -1.00228
H  -4.07500  -5.65924  -0.17758
H  -3.17331  -5.28065  -1.64887
H  -4.69430  -4.44430  -1.30755
H  -4.24408  -3.68789  2.22080
H  -4.76661  -2.27512  1.29046
H  -3.31211  -2.19177  2.29236
H  -1.41633  -4.92348  1.74332
H  -0.46068  -3.53710  1.18800
H  -0.67272  -4.93452  0.13819
H  -1.44774  -1.42475  -0.40450
N  1.21687  6.94391  3.67552
C  0.83550  7.91748  4.56644
C  0.96441  9.29381  4.57224
C  0.43589  9.98447  5.66107
C  -0.19622  9.30708  6.70164
C  -0.33470  7.92523  6.69146
C  0.18120  7.21279  5.60915
N  0.15552  5.87320  5.34365
C  0.76460  5.71722  4.16621
C  0.88967  4.51239  3.44645
C  0.22993  3.32044  3.88193
C  0.12785  2.24766  3.05313
N  0.66729  2.21760  1.80279
C  1.44125  3.27181  1.44116
C  1.58037  4.39535  2.19732
H  1.64129  7.08794  2.77970
H  1.43932  9.82560  3.75593
H  0.51503  11.06403  5.69625
H  -0.60231  9.87465  7.53082
H  -0.84340  7.40401  7.49206
H  -0.21971  3.31199  4.86518
H  -0.41498  1.35852  3.35297
H  1.96595  3.16711  0.49804
H  2.22691  5.18685  1.83640

Calculated values
Gap between HOMO and LUMO (spin up / spin down) ... 4.73 / 6.31 eV
Molecular weight ... 862.623 u
Multiplicity ... 3
Highest occupied orbital energy (spin up / spin down) ... -0.086 / -0.184 Eh
Total charge ... -1